C15H7Cl4O2 | the ωB97M-V functional and the def2-TZVPD basis

Computed properties:
Frontier orbital gap   2.4 eV
LUMO level   0.001 hartree
Charge   -1
E   -69852.6369 eV
HOMO level   -2.3 eV

Geometry (Å):
1 Cl 1.7075 -1.2492 -4.7984
2 C 2.1114 -0.7689 -3.2159
3 C 2.3020 -1.6713 -2.2101
4 Cl 2.2435 -3.3568 -2.4762
5 C 2.6152 -1.2454 -0.8175
6 O 2.8541 -2.0534 0.0739
7 C 2.6304 0.2244 -0.5690
8 Cl 3.0941 0.6917 1.0045
9 C 2.4713 1.1198 -1.5800
10 Cl 2.6115 2.7996 -1.3326
11 C 2.1919 0.6950 -2.9860
12 O 2.0396 1.5088 -3.8930
13 C 0.0552 0.9333 1.7264
14 C 0.1954 0.1814 2.9239
15 C -0.9798 -0.6022 3.0912
16 C -1.8834 -0.3205 2.0157
17 C -1.2423 0.6869 1.1730
18 C -1.9192 1.2257 0.0775
19 C -3.1946 0.7385 -0.2287
20 C -3.7974 -0.2627 0.5551
21 C -3.1592 -0.7845 1.6837
22 H 0.7563 1.6423 1.3020
23 H 1.0563 0.1934 3.5892
24 H -1.1960 -1.2998 3.8981
25 H -1.4381 2.0189 -0.4998
26 H -3.7255 1.1430 -1.0889
27 H -4.7771 -0.6389 0.2734
28 H -3.6230 -1.5491 2.3083